Entry 1:
Entry from OMol25: C4H8N2S in the gas phase in a non-equilibrium geometry (ωB97M-V with the def2-TZVPD basis set).

```
15
Properties=species:S:1:pos:R:3:forces:R:3
C -0.716031 0.166574 0.258317 2.5109 -2.6009 0.8665
C 1.695939 -0.026978 0.389648 -0.3835 0.3775 -0.6487
C -1.919798 -0.208740 1.148396 2.1791 2.1260 -1.2503
C -0.712466 0.720716 -1.140661 -1.2526 1.3902 -0.5212
N 0.408770 -0.115259 0.846383 -1.7246 0.7732 1.1178
N 2.126561 -1.054328 -0.401857 1.7704 -1.6975 -1.8902
S 2.775195 1.261003 0.734205 0.0818 0.3655 0.2914
H -1.913957 0.762568 1.697116 -1.9146 -0.4773 -0.3930
H -2.620006 -0.658249 0.483632 -1.6569 0.6364 0.0485
H -1.650541 -0.906088 1.894957 0.7106 -0.8595 0.4666
H 0.169304 0.405582 -1.736159 -0.7548 -0.2028 0.3738
H -1.709397 0.698264 -1.723694 1.6682 -0.2996 0.9704
H -0.512486 1.799528 -0.948832 -0.2089 -0.3419 -0.3739
H 1.467376 -1.768293 -0.744193 0.7707 0.8795 0.3922
H 3.111544 -1.076296 -0.757251 -1.7959 -0.0688 0.5501
```
Positions in Å, forces in eV/Å.

For the relative energy (zero: lowest compared OMol25 entry of this formula, charge and spin), the calculation gives 137.7 kJ/mol. Its spin multiplicity is 3. As for the HOMO energy (alpha / beta): -4.681 / -8.980 eV.


Entry 2:
Entry from OMol25: a 2-piece molecular cluster, C49H54Cl2N3O overall in a non-equilibrium geometry (ωB97M-V with the def2-TZVPD basis set).

```
109
Properties=species:S:1:pos:R:3:forces:R:3
C 6.065715 1.008240 0.682348 -0.3990 -0.9800 0.1720
O 5.512165 -0.334791 0.765755 0.1482 0.5800 -0.0016
C 4.181577 -0.528798 0.566533 -0.6912 0.1276 -0.3126
C 3.282858 0.529807 0.327772 0.9607 -0.4188 0.0786
C 1.972804 0.275351 -0.026373 -0.9378 -0.7072 0.1438
C 1.449508 -1.041209 0.006846 1.3645 0.3865 0.2373
C 0.077094 -1.317377 -0.318322 0.7784 -1.8581 -0.3733
N -0.314203 -2.570668 -0.773870 -2.7947 1.9989 0.1141
C 0.464779 -3.541042 -1.489802 -0.0255 -1.0654 -0.5217
C 0.218314 -4.901539 -1.253320 0.2040 -0.3380 0.5305
C -0.948641 -5.398499 -0.395116 -0.0190 0.5114 0.0253
C -0.474818 -5.896459 0.964331 0.1486 -0.1203 0.1188
C -1.796174 -6.429260 -1.138970 0.0950 0.0026 -0.1172
C 1.101835 -5.836427 -1.799916 0.0897 -0.0171 -0.2770
C 2.148515 -5.437093 -2.631342 -0.0052 -0.0437 0.0673
C 2.275415 -4.094886 -2.980901 -0.3286 -0.0556 -0.0159
C 1.383800 -3.142104 -2.481154 -0.1233 0.3457 0.0276
C 1.335724 -1.758174 -3.131926 -0.1037 -0.0205 0.7098
C 0.686951 -1.854984 -4.508554 -0.1032 -0.2136 -0.1369
C 2.703983 -1.098600 -3.178892 0.1903 0.1532 -0.0607
N -1.664632 -2.626001 -0.871269 1.3103 0.6646 -1.0746
N -2.116792 -1.392868 -0.565874 1.3364 -0.9100 0.1393
C -3.548392 -1.196779 -0.586846 -0.4821 -0.3529 -0.3412
C -4.371404 -1.937102 0.286686 0.2384 0.2463 0.4407
C -3.756654 -2.844839 1.347317 0.1630 -0.2256 -0.4609
C -4.633534 -4.049213 1.689780 -0.0522 -0.0178 0.0194
C -3.347250 -2.069636 2.592768 0.0207 0.2024 0.1465
C -5.752078 -1.793251 0.172492 -0.0374 0.0747 -0.1672
C -6.319111 -0.967121 -0.800875 0.2205 0.1314 0.0895
C -5.495799 -0.267403 -1.674481 -0.0735 -0.2608 0.2383
C -4.110745 -0.434231 -1.616148 0.3839 0.1234 -0.1862
C -3.260410 0.097502 -2.761027 0.1442 -0.0767 0.2815
C -3.283910 1.614936 -2.824046 -0.0198 0.2519 0.0493
C -3.720030 -0.527575 -4.078276 -0.0638 -0.1083 -0.0109
C -1.055631 -0.513699 -0.242330 -1.7254 1.3974 0.5399
C -1.214037 0.827594 0.083888 -0.1189 -1.0922 -0.2921
C 2.348207 -2.095982 0.356030 -0.6648 0.5598 -0.1741
C 3.688204 -1.863942 0.561425 0.6050 0.8615 0.1315
H 7.139726 0.839165 0.731149 -0.0892 0.1724 -0.0029
H 5.807224 1.505789 -0.261796 -0.0139 -0.2019 0.1447
H 5.746112 1.618785 1.539659 0.0123 -0.1459 -0.2013
H 3.637584 1.556302 0.381478 -0.0775 -0.5631 -0.1555
H 1.323518 1.095412 -0.341525 0.2541 -0.2615 0.1402
H -1.599613 -4.537130 -0.230345 0.1492 -0.4641 0.0880
H 0.082207 -5.110113 1.489748 -0.0246 -0.1884 -0.0498
H -1.327717 -6.178064 1.592809 0.1140 0.0091 -0.1147
H 0.173402 -6.775597 0.852489 -0.0680 0.1671 0.1109
H -2.164402 -5.994667 -2.074780 0.0295 -0.1674 0.0915
H -1.221374 -7.333289 -1.373339 -0.1752 0.1064 0.0270
H -2.660980 -6.714518 -0.529505 0.1549 0.0111 -0.0819
H 0.955797 -6.900493 -1.579240 0.0546 0.4726 -0.1284
H 2.830920 -6.177905 -3.059884 -0.2359 0.2702 0.2505
H 3.041059 -3.776405 -3.693399 -0.3101 -0.1689 0.1868
H 0.689511 -1.121288 -2.521304 0.0723 -0.0524 -0.1023
H -0.324717 -2.272050 -4.420685 0.1818 0.0630 -0.0981
H 0.611125 -0.862884 -4.970922 0.0652 -0.1917 0.0560
H 1.274666 -2.516260 -5.159542 -0.1574 0.1928 0.0308
H 3.207829 -1.180517 -2.212071 0.0316 -0.0098 -0.1242
H 3.328356 -1.561196 -3.951239 0.0247 0.1386 0.1156
H 2.596396 -0.032143 -3.406344 0.0717 -0.1510 -0.1011
H -2.840509 -3.242913 0.892863 -0.2215 0.0096 0.2531
H -4.961743 -4.565817 0.778736 -0.0111 0.1027 0.2169
H -4.061474 -4.764901 2.293293 -0.1257 0.1630 -0.0582
H -5.515541 -3.748389 2.272621 0.1709 -0.1524 -0.1485
H -2.717900 -1.213462 2.325045 -0.0616 -0.0647 0.0908
H -4.227849 -1.695582 3.131394 0.1467 -0.0375 -0.1066
H -2.780393 -2.717451 3.270608 -0.0868 0.0960 -0.0565
H -6.402524 -2.340228 0.852722 0.1553 0.0789 -0.2065
H -7.401887 -0.891996 -0.890309 0.2378 0.0430 0.0932
H -5.919276 0.379460 -2.443889 0.0540 -0.2776 0.1679
H -2.228929 -0.214218 -2.570929 -0.0525 0.0622 -0.1378
H -2.811397 2.031892 -1.928865 -0.1195 0.0540 -0.2063
H -2.734093 1.963436 -3.704725 -0.0871 0.0281 0.1182
H -4.315688 1.982213 -2.885677 0.1906 0.0283 -0.0475
H -3.691417 -1.621079 -4.008410 -0.0779 0.1576 -0.0847
H -4.748869 -0.215804 -4.303560 0.2495 -0.1330 -0.0701
H -3.070378 -0.217637 -4.904263 -0.1082 -0.0063 0.1197
H -2.202176 1.263107 0.014662 0.1686 0.0534 0.3085
H -0.379588 1.326057 0.541230 -0.1377 0.3277 -0.0588
H 1.957422 -3.108992 0.447340 0.2184 0.2219 -0.0737
H 4.379015 -2.689164 0.726253 -0.1339 0.2308 0.0894
Cl 3.470426 6.094142 -3.643653 -0.0663 0.0379 -0.1846
C 2.880039 5.500703 -2.157716 -0.4169 -0.6726 0.7750
C 3.477936 4.368528 -1.578508 -0.1457 0.6262 0.4556
C 3.113160 4.001744 -0.287707 -0.1604 -0.4445 -0.0957
C 2.031873 4.604312 0.396623 -0.3090 0.4035 -0.8477
C 1.713987 4.188380 1.740318 1.1581 0.8089 0.6562
C 1.457866 5.135772 2.740264 -0.6795 -0.0421 -0.0897
C 1.821523 4.984048 4.073166 -0.0666 -0.0915 -0.0839
C 1.692051 5.977028 5.108301 0.0516 0.5650 0.3132
C 2.290298 5.794098 6.391398 -0.2897 0.0263 -0.1810
C 2.036304 6.668645 7.446444 -0.0786 -0.1188 -0.5546
C 1.176585 7.763785 7.240742 0.2062 -0.6763 -0.4996
Cl 0.726737 8.740254 8.568567 0.0719 0.1004 -0.0197
C 0.660372 8.035946 5.963675 0.2161 -0.4701 -0.3190
C 0.938376 7.165586 4.907043 -0.0442 0.0810 0.4729
C 1.382437 5.687869 -0.254645 0.3874 -0.1284 -0.3351
C 1.806205 6.131806 -1.510900 0.1225 -0.1650 0.5714
H 4.253380 3.839423 -2.118076 0.0927 0.1128 0.1667
H 3.714310 3.261602 0.245184 -0.3539 0.2301 -0.3648
H 1.926332 3.153460 2.023409 0.2043 0.2550 -0.0110
H 1.044325 6.098708 2.428873 0.3969 -0.2285 -0.0166
H 2.309684 4.049421 4.349469 -0.1022 0.0801 0.0371
H 2.956595 4.940539 6.536046 -0.2764 0.2083 0.0790
H 2.474124 6.502451 8.427609 -0.0981 0.0248 -0.2243
H 0.030497 8.910450 5.825878 0.1420 -0.1700 -0.0545
H 0.552595 7.385408 3.911660 -0.0615 0.0243 0.3913
H 0.536187 6.166391 0.230150 0.0808 -0.0182 -0.1766
H 1.341195 6.988140 -1.985557 -0.0469 -0.1177 0.0790
```
Positions in Å, forces in eV/Å.

Its spin multiplicity is 1. As for the HOMO energy: -7.906 eV. Its charge is +1.


Entry 3:
Entry from OMol25: a 3-piece molecular cluster, C3H11NO3 overall (ωB97M-V with the def2-TZVPD basis set).

```
18
Properties=species:S:1:pos:R:3:forces:R:3
C 2.040473 -0.214085 1.017115 -0.3197 -0.2994 -0.1283
C 1.751495 -0.684866 -0.418763 -0.1961 -0.1674 0.6222
N 0.575248 -0.045422 -0.949126 -0.5129 0.3356 -0.5322
C -0.374586 -0.618438 -1.712977 0.3242 -0.2167 0.0762
O -1.250261 -0.005453 -2.287344 -0.3794 0.0722 -0.0176
H 3.104133 -0.039026 1.174486 -0.1455 0.1881 0.1074
H 1.417671 0.649594 1.255329 0.4016 0.2285 -0.0524
H 1.706961 -0.995772 1.700084 0.1697 0.0257 0.1464
H 1.531962 -1.745713 -0.345368 0.0651 -0.2189 -0.4134
H 2.599711 -0.553665 -1.082692 0.2013 0.0880 -0.0681
H 0.500412 0.962935 -0.958345 0.1960 0.0732 0.2958
H -0.296997 -1.715588 -1.773585 0.0539 -0.1083 0.0532
O -3.206492 0.144769 0.255558 -0.0043 -0.0664 -0.1823
H -3.193700 0.190424 -0.710557 0.0932 0.1416 0.0060
H -2.826339 -0.722608 0.428944 0.0000 0.0363 0.1236
O -1.090387 2.061974 1.334420 -0.1380 -0.0542 -0.0793
H -1.909383 1.757631 0.910471 0.1661 -0.1028 -0.0053
H -1.079918 1.573302 2.162355 0.0248 0.0451 0.0483
```
Positions in Å, forces in eV/Å.

For the relative energy (zero: lowest compared OMol25 entry of this formula, charge and spin), the calculation gives 71.0 kJ/mol. Its spin multiplicity is 1. As for the HOMO energy: -9.851 eV. Its SMILES is CCNC=O.O.O.


| no. | calculated total energy (eV) |
| --- | --- |
| 1 | -18088.6863 |
| 2 | -83242.2948 |
| 3 | -10922.2698 |